No. 1
{
  "formula": "C26H28N7O3Sc",
  "method": "ωB97M-V/def2-TZVPD",
  "elements": ["H", "N", "H", "H", "C", "C", "C", "C", "H", "Sc", "H", "H", "H", "C", "H", "C", "C", "H", "C", "H", "H", "C", "C", "C", "C", "O", "H", "H", "C", "C", "C", "H", "H", "N", "H", "H", "O", "N", "C", "H", "H", "H", "C", "C", "C", "C", "C", "O", "N", "H", "N", "C", "C", "H", "N", "H", "C", "H", "H", "C", "N", "H", "H", "H", "C"],
  "xyz": [[-3.772381, -2.854301, -2.775021], [-0.834399, 3.309342, 0.961002], [2.637786, 1.797792, -2.898200], [2.932922, -2.579708, -1.560242], [2.049237, -2.103613, -1.992412], [-1.566435, 0.186265, 2.314248], [-0.266505, -1.792058, 2.274619], [2.357945, -0.623856, -2.207119], [2.891848, -1.462997, 1.385153], [0.635790, 0.285767, 0.248852], [3.159173, 1.389680, -4.541643], [1.801632, -2.607314, -2.926580], [4.781805, -0.883231, -4.222982], [3.315332, 1.186705, -3.483551], [-3.510370, -0.298945, 4.417345], [1.997237, -1.973187, 1.731031], [-1.267395, -1.515542, -1.332204], [3.982756, 4.007509, -0.807492], [2.063971, -3.269766, 2.157450], [-0.566699, -3.495449, -0.885678], [-0.228231, -2.971508, -2.550091], [-1.310614, 2.277626, 1.557877], [-3.975741, 3.072316, 4.144265], [-0.259732, -2.651558, -1.506437], [-0.265085, -3.140321, 2.682959], [1.905236, 0.187918, -1.357381], [3.284901, 1.849153, 0.134446], [-0.067841, 5.359408, -0.321887], [-4.137846, 1.770071, 4.604048], [-3.536566, -0.694557, -1.246990], [0.374570, 3.375882, 0.329516], [4.342689, 1.440218, -3.220387], [-4.537355, 3.871842, 4.608476], [-0.872573, 0.972242, 1.426324], [3.004364, -3.801151, 2.150342], [-2.949253, 4.387717, 2.765704], [-0.820674, -0.390365, -0.991261], [-2.545669, -1.739845, -1.512211], [-3.088604, 3.373242, 3.113613], [-4.211048, -1.035137, -0.461204], [-3.685440, -3.452054, -1.112749], [-1.180356, -3.533955, 3.099723], [2.559535, 2.640506, -0.011906], [0.701129, 4.602687, -0.274081], [-3.106509, -3.019721, -1.929271], [2.948852, 3.841303, -0.541260], [3.723707, -1.138763, -4.177390], [1.008635, -2.230863, -1.044900], [1.291550, 2.365488, 0.372450], [-4.829997, 1.571545, 5.411473], [3.066404, -0.235675, -3.239658], [-3.413880, 0.715481, 4.054619], [0.888407, -3.879103, 2.612681], [-2.340824, -3.727019, -2.234306], [-1.383710, -1.069226, 2.565529], [3.633278, -2.178762, -3.876825], [-2.390007, 2.323031, 2.553921], [-3.044427, 0.217987, -0.931418], [0.903502, -4.909623, 2.942189], [-2.550515, 1.015917, 3.021025], [0.858502, -1.238415, 1.733067], [3.305092, -1.016823, -5.176568], [2.244849, 5.785098, -1.156639], [-4.115052, -0.498196, -2.148703], [1.979097, 4.832872, -0.717298]],
  "forces_ev_per_angstrom": [[0.014, 0.017, 0.003], [-0.368, 0.171, 0.198], [-0.039, -0.052, 0.037], [0.058, -0.053, -0.104], [-0.064, 0.033, 0.182], [0.100, -0.254, -0.011], [0.248, 0.199, -0.007], [-0.142, -0.160, -0.124], [-0.021, -0.027, -0.089], [0.349, -0.256, -0.183], [0.030, -0.040, -0.007], [0.005, 0.017, -0.002], [0.002, -0.029, 0.045], [0.031, 0.139, 0.010], [-0.024, 0.022, 0.037], [0.111, -0.026, 0.043], [0.058, -0.220, -0.086], [-0.004, -0.002, 0.010], [0.090, 0.032, -0.017], [-0.008, -0.057, -0.075], [-0.011, -0.025, -0.009], [0.209, 0.212, -0.181], [0.018, 0.088, -0.021], [0.005, 0.037, 0.184], [0.082, 0.007, -0.076], [0.735, -0.007, -0.550], [-0.020, -0.034, -0.084], [-0.013, -0.009, 0.025], [-0.025, -0.125, 0.037], [-0.081, 0.121, 0.024], [0.356, -0.163, -0.023], [0.010, -0.054, -0.022], [-0.020, -0.016, -0.011], [-0.231, 0.320, 0.723], [0.011, 0.029, -0.007], [0.011, 0.000, 0.013], [-0.479, -0.114, -0.242], [-0.008, 0.194, 0.014], [-0.006, 0.030, -0.127], [0.018, -0.028, -0.013], [0.019, 0.017, 0.007], [-0.007, -0.007, -0.008], [0.108, 0.120, -0.021], [0.034, -0.024, 0.019], [-0.033, -0.191, -0.059], [0.057, -0.071, 0.042], [0.052, -0.173, -0.167], [-0.037, 0.014, -0.120], [-0.246, 0.490, -0.035], [0.007, 0.037, 0.001], [-0.020, 0.207, 0.113], [-0.003, -0.049, -0.099], [-0.062, 0.067, -0.007], [0.000, 0.057, 0.022], [-0.343, 0.063, 0.134], [0.033, 0.071, 0.011], [-0.153, -0.384, 0.196], [0.041, -0.019, 0.010], [-0.023, 0.007, 0.017], [-0.087, 0.331, -0.045], [-0.212, -0.433, 0.418], [-0.057, 0.018, 0.044], [-0.023, 0.003, -0.007], [0.025, -0.051, -0.019], [-0.055, -0.016, 0.037]],
  "nbo_charge": [0.2369, -0.4935, 0.2410, 0.2376, -0.1555, 0.5166, 0.3934, 0.7011, 0.2035, 1.9165, 0.2322, 0.2187, 0.2372, -0.4256, 0.2396, 0.0592, 0.6937, 0.2445, -0.2605, 0.2359, 0.2214, 0.4861, -0.1695, -0.1564, -0.2345, -0.7498, 0.2043, 0.2555, -0.1761, -0.4248, 0.3940, 0.2253, 0.2380, -0.7805, 0.2477, 0.2432, -0.7302, -0.3360, -0.1734, 0.2291, 0.2324, 0.2546, 0.0641, -0.2218, -0.4200, -0.2665, -0.4197, -0.5152, -0.6294, 0.2373, -0.3382, -0.1448, -0.1146, 0.2176, -0.5245, 0.2188, -0.0310, 0.2434, 0.2462, -0.1232, -0.6445, 0.2326, 0.2456, 0.2296, -0.1143],
  "energy_ev": -64682.221,
  "de_lowest_kj_mol": 38.7,
  "total_charge": 2,
  "max_force_ev_per_a": 0.92,
  "lumo_energy_ev": -6.0,
  "gap_ev": 7.46
}

No. 2
{
  "formula": "C40H34Br12N6O12",
  "method": "ωB97M-V/def2-TZVPD",
  "elements": ["C", "H", "C", "C", "C", "Br", "C", "C", "C", "O", "H", "H", "C", "C", "C", "Br", "H", "C", "C", "C", "H", "N", "H", "C", "O", "Br", "H", "C", "C", "C", "H", "C", "C", "Br", "C", "O", "H", "C", "O", "O", "C", "C", "C", "C", "N", "C", "Br", "H", "H", "C", "C", "O", "O", "Br", "O", "H", "H", "Br", "H", "N", "Br", "H", "H", "C", "O", "O", "H", "H", "Br", "C", "H", "H", "H", "C", "H", "Br", "H", "H", "H", "N", "O", "H", "N", "C", "H", "C", "C", "H", "H", "H", "C", "C", "Br", "C", "C", "H", "C", "H", "O", "H", "Br", "C", "H", "N"],
  "xyz": [[-8.968013, 16.395115, 5.555858], [-13.282277, 19.111876, 8.606534], [-17.827419, 13.171254, 11.428486], [-15.003242, 17.912544, 9.057033], [-19.069831, 12.569682, 11.525648], [-14.122974, 18.109074, 12.453403], [-9.091025, 22.041261, 4.079612], [-18.292500, 11.060756, 5.060497], [-12.260452, 18.201369, 11.979827], [-10.944363, 19.608678, 6.780955], [-13.063952, 12.146792, 10.380544], [-20.149285, 10.733405, 11.432086], [-18.836427, 10.462675, 3.929765], [-18.955688, 11.158240, 2.743314], [-18.373809, 19.707808, 12.766017], [-11.029008, 13.214373, 9.437544], [-9.007549, 20.593950, 5.683367], [-16.717609, 25.737370, 9.429229], [-13.682380, 18.101743, 8.662961], [-16.415512, 20.926168, 13.460639], [-15.528188, 21.507874, 13.233357], [-17.716767, 14.590050, 11.675939], [-18.101577, 19.852002, 16.139727], [-15.553843, 16.651493, 8.944803], [-12.616841, 19.600109, 5.550505], [-14.442381, 12.545376, 3.514041], [-19.897622, 13.101112, 11.984292], [-18.663484, 19.535939, 14.098735], [-16.752180, 20.743959, 14.789121], [-13.413139, 14.095804, 4.010396], [-19.561289, 10.838036, 1.907303], [-16.697725, 23.349436, 9.765728], [-9.912809, 22.728416, 3.177427], [-13.588466, 15.464360, 2.671978], [-11.276218, 22.642313, 3.295210], [-16.536460, 14.203841, 8.567387], [-16.025658, 10.693032, 10.143192], [-17.815790, 12.367040, 4.979072], [-13.382136, 22.169403, 9.690583], [-15.225535, 21.125246, 9.855280], [-18.358802, 12.406131, 2.638655], [-17.881872, 20.024034, 15.097405], [-13.451019, 15.765075, 8.202538], [-15.324254, 25.747560, 9.341083], [-11.564532, 20.002101, 5.853413], [-12.889512, 17.023055, 8.266742], [-11.202293, 17.201980, 13.243949], [-17.283852, 26.660330, 9.417962], [-16.136805, 21.091033, 15.604511], [-17.820465, 12.993003, 3.771338], [-14.608402, 24.549065, 9.430129], [-20.397229, 18.146916, 13.601464], [-16.687622, 14.769414, 4.595494], [-13.028736, 14.326717, 11.621522], [-17.508469, 14.932430, 2.686345], [-11.941090, 23.208489, 2.661036], [-12.890409, 21.610284, 4.247517], [-9.571499, 16.148174, 7.350588], [-19.039095, 19.424716, 11.964939], [-17.305508, 14.344324, 3.686071], [-11.543909, 13.631715, 4.218075], [-18.409654, 12.967686, 1.716421], [-12.824700, 14.895156, 8.039438], [-9.631201, 21.151755, 4.998288], [-16.671552, 15.107168, 11.375903], [-14.616638, 13.360602, 8.217704], [-11.899095, 17.320309, 7.949383], [-15.505574, 18.753743, 9.507273], [-7.333589, 17.457990, 5.593752], [-15.314930, 23.386140, 9.612835], [-13.765814, 14.402038, 4.981379], [-17.466947, 12.851409, 5.881824], [-14.777810, 26.635537, 9.044963], [-16.870459, 11.153990, 10.636178], [-19.204108, 9.439697, 3.956026], [-11.415432, 11.686739, 12.188557], [-18.156941, 10.467139, 5.953137], [-16.845556, 20.451845, 11.444056], [-16.559551, 16.483330, 9.308145], [-14.587538, 22.124177, 9.724265], [-18.678859, 15.148745, 12.121559], [-18.468582, 24.498638, 9.671591], [-15.361452, 14.299872, 8.408997], [-18.087276, 10.512598, 10.839416], [-15.785410, 12.983578, 10.825234], [-11.822353, 21.768676, 4.212513], [-10.996223, 21.029766, 5.024202], [-18.199196, 9.456778, 10.604344], [-8.694840, 15.472559, 5.078023], [-8.015244, 22.186502, 4.062853], [-16.735999, 12.484905, 10.979318], [-17.224923, 20.413567, 12.462225], [-11.660999, 20.047491, 11.960035], [-17.389536, 24.530520, 9.555930], [-19.200941, 11.220774, 11.270117], [-13.529994, 24.583322, 9.391707], [-12.269857, 12.727015, 10.811525], [-12.132714, 17.785800, 10.994827], [-20.173188, 18.804205, 15.633653], [-17.174305, 22.426701, 10.054323], [-10.240770, 17.178219, 4.356512], [-14.786518, 15.611315, 8.483451], [-9.451385, 23.357764, 2.425025], [-19.837437, 18.765164, 14.481399]],
  "forces_ev_per_angstrom": [[0.547, 0.616, -0.258], [0.083, -0.162, 0.279], [-0.706, -0.577, -0.267], [0.820, 0.035, -0.016], [-0.426, 0.086, 1.140], [0.000, -0.096, -0.065], [0.104, -0.034, -0.243], [0.370, -0.218, -0.634], [0.020, 0.457, 0.645], [1.995, -0.872, 2.459], [-0.196, -0.093, -0.157], [-0.060, -0.074, -0.058], [-0.370, -0.568, 0.233], [0.250, 0.913, -0.256], [0.123, 0.611, -0.488], [0.097, -0.111, -0.160], [-0.072, -0.054, -0.060], [0.399, -0.012, -0.293], [-0.193, 0.037, -0.326], [0.314, 0.478, 0.320], [0.012, -0.227, -0.218], [0.068, -0.613, -0.221], [-0.317, -0.149, -0.074], [-0.956, 0.580, 0.569], [-4.157, -1.493, -1.226], [0.111, -0.102, 0.019], [0.102, 0.186, -0.420], [-0.498, -0.359, -0.335], [0.158, -0.049, -0.089], [0.342, -0.325, -0.392], [0.288, -0.520, -0.032], [0.572, 0.295, -0.555], [1.098, 0.188, 0.468], [-0.142, 0.075, 0.301], [-0.488, -0.115, -0.143], [-2.028, -0.365, -0.018], [-0.057, -0.392, 0.243], [-0.069, -0.860, 1.311], [0.706, 0.005, -0.154], [-0.986, -1.665, 0.142], [-0.566, 0.218, -0.085], [0.574, 0.276, 1.154], [1.165, -0.373, -0.032], [-0.096, -0.473, -0.507], [1.262, 1.455, -0.312], [-0.506, 1.390, -0.112], [0.049, -0.066, -0.133], [0.078, -0.003, -0.239], [0.158, 0.209, -0.095], [-0.470, -0.426, -0.461], [-0.210, 1.011, -0.111], [-0.277, -0.183, -0.062], [1.631, 1.063, 2.842], [-0.165, -0.280, -0.269], [-0.685, 1.718, -2.949], [0.044, 0.055, -0.136], [-0.009, 0.023, 0.126], [-0.088, -0.285, -0.163], [-0.030, -0.496, 0.205], [-0.471, -1.739, -0.147], [-0.071, -0.135, 0.136], [0.071, 0.015, 0.055], [-0.217, 0.081, -0.392], [0.633, 0.623, -0.101], [0.887, 0.841, 0.060], [0.493, -0.797, -0.146], [0.105, -0.681, 0.043], [-0.417, -0.095, -0.171], [-0.101, -0.071, -0.084], [-0.492, -0.110, 0.476], [-0.148, 0.368, -0.003], [0.203, 0.118, -0.184], [-0.130, 0.150, 0.502], [-0.177, 0.015, 0.007], [-0.015, 0.161, 0.238], [-0.033, -0.170, -0.098], [-0.201, 0.214, 0.192], [-0.416, 0.264, 0.032], [0.054, -0.132, -0.258], [0.704, 1.218, 0.115], [-0.797, 0.880, 0.524], [0.093, 0.188, -0.122], [0.893, 0.066, 0.091], [-0.005, -0.461, -0.539], [-0.194, 0.037, 0.129], [-0.613, -0.135, -0.155], [0.426, 0.301, -0.505], [0.118, 0.136, 0.015], [0.020, -0.422, 0.308], [-0.130, -0.075, -0.159], [0.843, -0.101, -0.490], [0.719, -0.274, -0.485], [-0.102, -0.234, -0.204], [-0.444, -0.219, 1.148], [0.482, 0.030, 0.029], [-0.018, -0.317, -0.167], [0.240, 0.639, 0.585], [0.024, -0.088, -0.176], [-0.455, -0.166, 0.999], [-0.148, -0.041, -0.281], [-0.266, 0.173, 0.141], [0.488, 0.615, 0.211], [-0.091, 0.041, 0.076], [-0.061, -0.002, -0.876]],
  "lowdin_charge": [-1.6022, 0.1053, -0.1573, -0.0771, 0.0020, 0.6149, -0.0524, -0.0514, -1.6050, 0.0664, -0.0383, 0.1068, -0.0785, -0.0678, 0.0129, 0.6057, 0.1133, -0.0666, -0.0712, -0.0876, 0.1096, -0.3541, 0.1242, -0.0004, 0.1030, 0.6461, 0.1239, -0.1627, -0.0614, -1.5940, 0.1088, 0.0091, -0.0712, 0.5893, -0.0718, 0.0910, 0.1097, -0.0196, 0.0646, 0.0586, -0.0012, -0.0128, -0.0368, -0.0563, -0.4276, -0.0804, 0.5545, 0.1078, 0.1107, -0.2154, -0.0003, 0.0837, 0.0635, 0.5878, 0.0979, 0.1098, 0.1235, 0.6399, 0.1252, -0.4232, 0.5488, 0.1213, 0.0602, -0.0035, 0.0504, 0.0485, 0.0260, 0.0784, 0.5549, -0.1482, -0.0339, 0.1194, 0.1079, -0.0525, 0.1081, 0.5830, 0.1080, 0.0808, 0.1152, -0.3531, 0.1028, 0.1117, -0.3556, -0.0686, 0.0847, -0.0002, -0.1741, 0.1066, -0.0402, 0.1091, -0.0239, -0.0829, 0.5761, -0.0652, -0.0668, 0.1205, -1.5953, -0.0488, 0.0864, 0.1082, 0.6054, -0.1791, 0.1082, -0.3639],
  "energy_ev": -916033.877,
  "de_lowest_kj_mol": 0.0,
  "total_charge": 0,
  "max_force_ev_per_a": 4.58,
  "lumo_energy_ev": -0.7,
  "gap_ev": 8.78
}